*one*
An isolated molecule of C14H20N2O3. Source: the Open Molecules 2025 dataset; level of theory: wB97M-V/def2-TZVPD.

The value obtained for the LUMO energy is 0.538 eV. The structure (SMILES) is O=C(CCCCCCC(=O)Nc1ccccc1)NO.

Last column: Löwdin charge in e.
Cartesian coordinates (Å):
O -4.703 -1.405 0.094  0.04
C -3.536 -1.209 0.401  -0.50
N -2.552 -1.617 -0.422  0.03
H -1.583 -1.327 -0.442  0.12
O -2.958 -2.145 -1.654  -0.01
H -3.937 -2.148 -1.569  0.09
C -3.104 -0.569 1.702  -0.10
H -2.151 -0.986 2.030  0.12
H -3.872 -0.805 2.440  0.12
C -2.985 0.956 1.557  -0.18
H -3.859 1.334 1.023  0.12
H -2.978 1.412 2.550  0.11
C -1.710 1.320 0.807  -0.22
C -1.583 2.796 0.451  -0.20
H -2.386 3.071 -0.238  0.12
C -0.230 3.104 -0.197  -0.20
H 0.557 2.988 0.552  0.11
C 0.081 2.214 -1.415  -0.10
C 0.719 0.887 -1.028  -0.46
O 0.137 -0.177 -1.080  0.04
N 2.005 1.035 -0.615  0.13
C 2.909 0.070 -0.152  -0.22
C 4.159 0.512 0.277  -0.04
C 5.095 -0.388 0.746  -0.09
C 4.797 -1.740 0.794  -0.10
C 3.557 -2.181 0.366  -0.08
C 2.612 -1.288 -0.106  -0.01
H 1.651 -1.637 -0.444  0.10
H 3.318 -3.233 0.397  0.11
H 5.529 -2.444 1.161  0.10
H 6.060 -0.033 1.075  0.10
H 4.395 1.568 0.240  0.11
H 2.375 1.976 -0.621  0.14
H -0.837 2.010 -1.967  0.13
H 0.768 2.739 -2.083  0.12
H -0.229 4.148 -0.516  0.11
H -1.692 3.411 1.347  0.11
H -0.847 1.018 1.407  0.13
H -1.693 0.750 -0.119  0.08

=====

*two*
A structure of composition C14H20N2O3. Source: the Open Molecules 2025 dataset; level of theory: wB97M-V/def2-TZVPD.

The value obtained for the LUMO energy is 0.189 eV.

Last column: Löwdin charge in e.
Cartesian coordinates (Å):
C 0.900 0.369 -0.014  -0.37
C -0.627 0.223 0.080  -0.48
C 1.233 1.711 -0.548  -0.12
C 2.767 1.974 -0.816  -0.19
C 3.533 1.488 -1.986  -0.08
C 3.454 2.533 0.230  -0.10
C 4.816 1.746 -1.931  -0.17
C 4.856 2.608 0.420  -0.05
C 5.520 2.313 -0.834  -0.08
C -2.699 -0.963 0.149  -0.16
C -3.163 -0.950 1.581  -0.34
C -3.174 -2.293 -0.540  -0.44
C -4.668 -2.285 -0.741  -0.11
C -2.746 -3.544 0.267  -0.07
H 1.918 -0.678 -1.723  0.13
H 2.543 -1.203 0.140  0.22
H 1.317 0.337 0.989  0.14
H 0.962 1.865 -1.562  0.11
H 0.899 2.450 0.235  0.14
H 3.046 0.967 -2.880  0.13
H 2.814 2.921 1.060  0.12
H 5.366 1.393 -2.871  0.13
H 5.337 3.174 1.210  0.10
H 6.661 2.624 -0.904  0.13
H -0.510 -1.815 -0.294  0.16
H -3.079 -0.074 -0.399  0.16
H -2.630 -2.296 -1.482  0.13
H -5.130 -2.911 0.268  0.14
H -4.894 -2.977 -1.730  0.11
H -5.184 -1.067 -0.853  0.16
H -1.704 -3.426 0.388  0.04
H -3.240 -3.594 1.200  0.06
H -3.013 -4.523 -0.296  0.12
H -1.462 -1.566 2.126  0.05
N 1.574 -0.781 -0.626  -0.03
N -1.140 -0.999 0.005  0.10
O -1.318 1.208 0.315  0.07
O -4.307 -0.625 2.052  0.06
O -2.259 -1.423 2.611  0.07

=====

Here is how they stack up, most stable first: *one*, *two*.

=====

*one*
A cluster of 2 separate species, C8H15N3O in total. Source: the Open Molecules 2025 dataset; level of theory: wB97M-V/def2-TZVPD.

The value obtained for the LUMO energy (alpha / beta) is 0.803 / 0.803 eV.

Last column: Löwdin charge in e.
Cartesian coordinates (Å):
C -3.782 -0.333 -0.632  -0.24
C -1.892 0.233 0.019  -0.22
C 0.339 0.970 -1.889  -0.01
C 1.222 -1.628 -0.455  -0.04
C 0.827 -0.490 1.669  -0.05
C 2.791 0.303 0.352  -0.02
C 0.469 0.855 -0.373  -0.30
C 1.322 -0.223 0.225  -0.51
N -2.577 -0.213 -1.091  0.04
N -2.630 0.424 1.063  0.00
N -3.856 0.092 0.649  -0.04
O 0.415 2.029 0.276  0.08
H -4.652 -0.795 -1.129  0.12
H 1.134 0.660 -2.475  0.04
H 0.106 2.084 -2.018  0.11
H -0.613 0.327 -2.218  0.11
H 1.785 -1.765 -1.469  0.11
H 0.215 -1.866 -0.509  0.05
H 1.801 -2.370 0.171  0.10
H 1.070 -1.510 1.937  0.09
H -0.182 -0.185 1.841  0.05
H 1.394 -0.040 2.403  0.05
H 2.655 1.325 0.378  0.04
H 3.316 0.019 1.308  0.10
H 3.446 -0.157 -0.481  0.11
H -4.641 0.415 1.282  0.17
H 0.519 1.844 1.166  0.07

=====

*two*
A structure of composition C8H15N3O. Source: the Open Molecules 2025 dataset; level of theory: wB97M-V/def2-TZVPD.

The value obtained for the LUMO energy is 0.926 eV.

Last column: Löwdin charge in e.
Cartesian coordinates (Å):
C -3.454 -0.890 -1.408  -0.13
C -2.164 0.570 -0.028  -0.31
C -1.292 0.836 1.228  -0.14
C -0.762 0.451 -0.678  -0.14
C 2.893 0.910 0.171  -0.48
C 2.466 -1.408 0.115  -0.19
C 2.151 -0.824 1.490  -0.06
C 2.441 0.479 1.531  -0.02
H -4.001 -1.846 -1.464  0.08
H -4.056 -0.076 -1.832  0.08
H -2.555 -1.012 -2.057  0.08
H -3.727 -0.532 0.586  0.11
H -2.681 1.487 -0.359  0.15
H -1.184 -0.111 1.782  0.12
H -1.471 1.678 1.924  0.12
H -0.455 -0.595 -0.765  0.11
H -0.519 1.004 -1.597  0.12
H 3.249 2.098 -1.235  0.03
H 3.224 -0.236 -1.524  0.14
H 3.262 -2.155 0.209  0.12
H 1.589 -1.897 -0.326  0.11
H 1.737 -1.417 2.292  0.10
H 2.342 1.191 2.360  0.12
N -2.952 -0.647 -0.061  -0.10
N 3.181 2.097 -0.212  0.10
N 2.840 -0.224 -0.596  0.03
O -0.102 1.068 0.455  -0.14

=====

Here is how they stack up, most stable first: *two*, *one*.